A 6-piece molecular cluster, C24H64N4O10 overall. Source: the OMol25 dataset; level of theory: wB97M-V/def2-TZVPD.

Structure (XYZ):
```
102
Properties=species:S:1:pos:R:3:mulliken_charge:R:1
C -4.0516 -0.0240 20.6376 -0.81
O -3.9433 -0.8368 21.7851 -0.30
C -5.0860 -0.7200 22.7046 -0.56
C -4.7201 -1.4707 23.9404 -0.57
N -4.2210 -2.8245 23.6990 -0.38
C -3.5164 -3.2712 24.8892 -0.70
C -3.3077 -4.8101 24.7834 -0.52
O -4.4014 -5.5780 25.3430 -0.33
C -4.1719 -7.0141 25.2670 -0.73
H -4.0929 1.0512 20.8118 0.31
H -4.9203 -0.1112 19.9850 0.32
H -3.1608 -0.1817 20.0296 0.27
H -5.9635 -1.1315 22.2058 0.36
H -5.2155 0.3352 22.9455 0.38
H -5.6024 -1.4633 24.5803 0.28
H -3.8943 -0.9754 24.4511 0.38
H -3.5625 -2.8688 22.9345 0.26
H -4.0844 -3.0042 25.7804 0.41
H -2.5158 -2.8402 24.9227 0.40
H -2.4389 -5.0167 25.4084 0.36
H -3.1713 -5.1111 23.7447 0.31
H -3.3409 -7.2830 25.9191 0.29
H -4.0024 -7.3383 24.2402 0.29
H -5.0158 -7.6615 25.5055 0.28
C -12.4278 4.1508 12.4925 -0.78
O -12.7767 5.2542 13.4129 -0.34
C -12.5562 4.9278 14.7377 -0.59
C -12.4826 6.2000 15.6222 -0.72
N -11.3378 6.9917 15.1971 -0.32
C -11.2894 8.2295 16.0296 -0.69
C -10.2785 9.2636 15.3772 -0.59
O -10.7790 9.6370 14.1029 -0.31
C -9.8366 10.5081 13.4391 -0.74
H -11.4259 4.2409 12.0727 0.28
H -13.1390 4.0285 11.6756 0.29
H -12.4959 3.1512 12.9219 0.33
H -11.6142 4.4135 14.9283 0.36
H -13.3738 4.3009 15.0934 0.40
H -12.4202 5.8623 16.6567 0.35
H -13.3477 6.8334 15.4259 0.46
H -11.4500 7.1721 14.2098 0.26
H -10.9985 8.1543 17.0774 0.35
H -12.3062 8.6218 16.0461 0.38
H -9.2898 8.8063 15.3386 0.35
H -10.2368 10.1566 16.0009 0.44
H -10.2982 10.8868 12.5272 0.25
H -8.9740 9.9064 13.1529 0.30
H -9.5426 11.3958 13.9991 0.30
C 0.8316 3.9852 10.5744 -0.75
O -0.5481 4.1409 10.9711 -0.32
C -1.0667 5.4550 10.9564 -0.65
C -2.5766 5.6870 10.9332 -0.52
N -3.1866 5.3698 12.2294 -0.34
C -4.6192 5.6940 12.2200 -0.69
C -5.4522 4.4500 11.8717 -0.46
O -5.1963 3.4125 12.7968 -0.38
C -5.7348 2.0746 12.4810 -0.70
H 0.9287 3.9687 9.4889 0.30
H 1.2146 3.0007 10.8428 0.27
H 1.5302 4.6461 11.0876 0.30
H -0.6795 5.9803 10.0833 0.41
H -0.6853 6.0072 11.8153 0.31
H -2.9751 5.1533 10.0704 0.29
H -2.8217 6.7407 10.7999 0.43
H -3.1998 4.3740 12.3976 0.25
H -4.7445 6.4020 11.4008 0.37
H -4.8671 6.1322 13.1868 0.34
H -5.0878 4.0444 10.9279 0.40
H -6.5060 4.7271 11.9006 0.34
H -4.8360 1.4586 12.5111 0.24
H -6.2642 2.1192 11.5293 0.35
H -6.4905 1.8594 13.2364 0.21
C -7.4370 8.0032 23.4276 -0.74
O -8.1711 8.8826 24.3572 -0.31
C -7.3688 9.9538 24.8126 -0.53
C -8.0203 10.7927 25.9979 -0.75
N -8.6606 9.9306 27.0081 -0.40
C -9.3884 10.7133 28.0309 -0.57
C -10.3611 9.6766 28.7208 -0.65
O -11.1722 8.9444 27.8272 -0.31
C -12.0891 8.0169 28.3644 -0.72
H -6.9502 8.5993 22.6557 0.30
H -8.1858 7.4220 22.8894 0.26
H -6.7700 7.2412 23.8309 0.30
H -7.0619 10.5431 23.9484 0.43
H -6.4672 9.5445 25.2684 0.33
H -8.7892 11.4154 25.5405 0.38
H -7.3326 11.5108 26.4445 0.37
H -9.3187 9.2773 26.6078 0.32
H -9.9881 11.4337 27.4746 0.36
H -8.6894 11.1537 28.7419 0.31
H -10.9213 10.3827 29.3338 0.41
H -9.8992 8.9989 29.4388 0.41
H -12.6429 7.5066 27.5763 0.23
H -12.7507 8.5798 29.0228 0.30
H -11.6455 7.2387 28.9854 0.31
O -8.0763 4.4355 17.0406 -0.65
H -7.5449 4.1953 16.2815 0.30
H -8.7448 5.0237 16.6892 0.34
O -10.7196 3.1176 20.5529 -0.64
H -11.0273 2.2868 20.1905 0.32
H -10.1544 3.4819 19.8716 0.32
```

energy relative to the best compared isomer or geometry (same formula, charge and spin) = 341.9 kJ/mol
spin multiplicity = 1
E = -1923.934575 a.u.
orbital gap = 8.650 eV

A 6-piece molecular cluster, C24H64N4O10 overall. Source: the OMol25 dataset; level of theory: wB97M-V/def2-TZVPD.

Structure (XYZ):
```
102
Properties=species:S:1:pos:R:3:mulliken_charge:R:1
C 19.5403 -1.2742 -0.6252 -0.75
O 20.6927 -0.6207 -0.1895 -0.25
C 20.8937 -0.7322 1.2628 -1.02
C 20.4106 0.6777 1.7599 0.26
N 20.6248 0.6583 3.2103 -0.36
C 20.6457 1.9642 3.8780 -0.73
C 21.7999 2.8424 3.4188 0.23
O 21.8019 4.1787 3.9759 -0.39
C 22.2940 4.2531 5.3512 -0.70
H 18.7157 -0.7794 -0.1120 0.27
H 19.5273 -2.3545 -0.4808 0.30
H 19.3940 -1.3208 -1.7043 0.26
H 21.9729 -0.8521 1.3580 0.29
H 20.4088 -1.5287 1.8274 0.47
H 19.3575 0.8306 1.5239 0.14
H 21.1085 1.2624 1.1604 0.10
H 21.3479 -0.0134 3.4244 0.30
H 20.8475 1.6802 4.9109 0.43
H 19.7389 2.5607 3.7789 0.22
H 21.6548 2.9158 2.3409 -0.07
H 22.7906 2.4063 3.5470 0.15
H 22.1223 3.3458 5.9303 0.32
H 21.8051 5.1047 5.8243 0.27
H 23.3765 4.3730 5.3068 0.23
C 24.3214 -6.1049 -6.1625 -0.75
O 24.7491 -4.9670 -6.8368 -0.39
C 25.7300 -4.2571 -6.1805 -0.44
C 25.7638 -2.8460 -6.6484 -0.76
N 24.4458 -2.2907 -6.5612 -0.31
C 24.4159 -1.1988 -7.5798 -0.43
C 23.0418 -0.4636 -7.7750 -0.56
O 23.0663 0.6986 -8.5169 -0.34
C 21.7692 1.3354 -8.8619 -0.71
H 25.1907 -6.7390 -5.9882 0.31
H 23.6206 -6.6766 -6.7710 0.25
H 23.7303 -5.8802 -5.2747 0.32
H 26.6263 -4.7851 -6.5061 0.37
H 25.5466 -4.2585 -5.1060 0.36
H 26.3118 -2.8475 -7.5906 0.35
H 26.3681 -2.2470 -5.9670 0.25
H 24.0842 -3.1785 -6.8793 0.37
H 24.4876 -1.6681 -8.5610 0.29
H 25.2132 -0.4618 -7.4834 0.39
H 22.4837 -0.0936 -6.9150 0.33
H 22.3385 -1.0760 -8.3393 0.24
H 21.7824 2.3336 -9.2994 0.27
H 21.2604 1.5280 -7.9174 0.30
H 21.1865 0.6442 -9.4709 0.29
C 28.0046 -5.3808 3.1066 -0.66
O 28.9273 -4.3191 3.3356 -0.36
C 28.5056 -3.2580 4.2328 -0.71
C 27.9759 -2.2392 3.2791 0.07
N 27.1243 -1.2077 3.8206 -0.28
C 27.7218 -0.0984 4.5772 -0.86
C 28.7628 0.7505 3.8398 -0.82
O 28.1136 1.6365 2.9451 0.30
C 29.0362 2.5214 2.3086 -0.94
H 27.8039 -5.9846 3.9916 0.29
H 28.5428 -6.0768 2.4632 0.25
H 27.0645 -5.0663 2.6532 0.28
H 29.3455 -2.8933 4.8240 0.32
H 27.6376 -3.6130 4.7884 0.37
H 27.4183 -2.7406 2.4881 0.10
H 28.8124 -1.8035 2.7327 0.20
H 26.6110 -0.7525 3.0794 0.13
H 28.3393 -0.4634 5.3980 0.41
H 26.9654 0.5409 5.0324 0.32
H 29.6296 0.2560 3.4013 0.54
H 29.2456 1.4015 4.5686 0.46
H 28.5885 2.8930 1.3869 0.24
H 29.9532 2.0467 1.9593 0.34
H 29.2918 3.2328 3.0939 0.31
C 26.3258 -0.2342 -3.5729 -0.92
O 26.2943 -0.1523 -2.1665 -0.35
C 25.3937 -1.0223 -1.5597 -0.34
C 25.4006 -1.4051 -0.1015 -0.95
N 24.9540 -0.2729 0.6685 0.25
C 25.9431 0.8237 0.7580 -0.78
C 25.3079 2.0098 1.5088 -0.60
O 24.0335 2.4143 1.0764 0.10
C 23.9842 3.1957 -0.1334 -0.93
H 26.9185 0.5035 -4.1139 0.42
H 25.3640 0.0324 -4.0110 0.40
H 26.6818 -1.1927 -3.9506 0.25
H 25.4467 -1.9578 -2.1165 0.45
H 24.4120 -0.5912 -1.7559 0.28
H 26.2562 -1.9438 0.3059 0.13
H 24.6607 -2.1367 0.2233 0.44
H 23.9828 -0.0038 0.7360 -0.10
H 26.0080 1.1361 -0.2842 0.41
H 26.9112 0.6252 1.2178 0.49
H 26.0842 2.7592 1.6633 0.42
H 25.1413 1.6639 2.5290 -0.06
H 24.0066 2.6204 -1.0590 0.26
H 24.8269 3.8862 -0.1683 0.36
H 23.0767 3.7907 -0.0316 0.26
O 21.7304 6.2910 1.4406 -0.68
H 21.7150 5.4024 1.7960 0.37
H 21.9405 6.8463 2.1914 0.30
O 26.5405 3.0272 4.7612 -0.63
H 26.9367 2.5891 4.0080 0.20
H 26.7890 3.9462 4.6624 0.28
```

energy relative to the best compared isomer or geometry (same formula, charge and spin) = 488.3 kJ/mol
spin multiplicity = 1
E = -1923.878812 a.u.
orbital gap = 8.665 eV